{"formula": "C12H30AlO6", "method": "the ωB97M-V functional and the def2-TZVPD basis", "total_energy_ha": -1167.63748, "orbital_gap_ev": 1.673, "total_charge": 3, "e_homo_ev": -16.934, "elements": ["Al", "C", "O", "C", "C", "O", "C", "H", "H", "H", "H", "H", "H", "H", "H", "H", "H", "C", "O", "C", "C", "O", "C", "H", "H", "H", "H", "H", "H", "H", "H", "H", "H", "C", "O", "C", "C", "O", "C", "H", "H", "H", "H", "H", "H", "H", "H", "H", "H"], "coordinates": [[6.628, 5.991, -8.650], [11.967, 7.262, -10.161], [10.703, 7.299, -10.794], [10.643, 8.099, -11.965], [10.433, 9.570, -11.667], [9.247, 9.784, -10.914], [9.038, 11.238, -10.660], [12.636, 6.595, -10.706], [11.883, 6.886, -9.142], [12.440, 8.243, -10.113], [9.910, 7.646, -12.633], [11.569, 8.022, -12.534], [10.362, 10.123, -12.604], [11.241, 10.000, -11.076], [8.252, 11.467, -9.940], [8.545, 11.725, -11.502], [9.960, 11.782, -10.454], [1.174, 6.370, -8.830], [2.108, 6.238, -9.855], [1.622, 6.519, -11.185], [2.030, 7.934, -11.554], [3.507, 7.913, -11.634], [3.941, 8.851, -12.605], [0.743, 7.359, -8.676], [1.706, 6.013, -7.949], [0.377, 5.640, -8.970], [0.533, 6.568, -11.168], [1.981, 5.764, -11.884], [1.650, 8.648, -10.824], [1.552, 8.187, -12.501], [3.497, 8.806, -13.600], [4.997, 8.869, -12.873], [3.748, 9.841, -12.192], [4.563, 0.870, -8.900], [5.898, 1.397, -8.555], [6.828, 0.285, -8.443], [8.329, 0.735, -8.369], [8.554, 1.915, -7.637], [8.990, 1.620, -6.362], [4.424, 0.611, -9.949], [3.800, 1.587, -8.597], [4.477, -0.062, -8.340], [6.710, -0.335, -9.332], [6.623, -0.330, -7.566], [8.698, 0.969, -9.368], [8.976, -0.051, -7.980], [10.068, 1.459, -6.326], [8.364, 0.824, -5.959], [8.847, 2.501, -5.735]], "mulliken_charge": [1.003, -0.621, -0.231, -0.570, -0.308, -0.197, -0.721, 0.308, 0.254, 0.307, 0.352, 0.377, 0.385, 0.323, 0.285, 0.340, 0.326, -0.670, -0.191, -0.507, -0.384, -0.187, -0.737, 0.331, 0.234, 0.364, 0.414, 0.315, 0.312, 0.414, 0.349, 0.271, 0.356, -0.664, -0.201, -0.379, -0.599, -0.254, -0.616, 0.320, 0.248, 0.334, 0.442, 0.366, 0.342, 0.442, 0.323, 0.356, 0.243]}

{"formula": "C12H30BN2O2", "method": "the ωB97M-V functional and the def2-TZVPD basis", "total_energy_ha": -759.75147, "orbital_gap_ev": 9.272, "total_charge": 1, "e_homo_ev": -12.815, "elements": ["C", "N", "C", "B", "O", "C", "C", "O", "C", "C", "N", "H", "H", "H", "H", "H", "H", "H", "H", "H", "H", "H", "H", "H", "H", "H", "H", "C", "C", "C", "C", "C", "C", "H", "H", "H", "H", "H", "H", "H", "H", "H", "H", "H", "H", "H", "H"], "coordinates": [[1.144, -2.753, 3.926], [0.389, -3.045, 2.646], [1.030, -4.295, 2.078], [0.414, -1.877, 1.673], [-0.771, -1.622, 0.779], [1.685, -0.827, 1.482], [1.242, 0.461, 0.565], [2.253, 1.523, 0.452], [3.580, 1.001, 0.089], [3.985, -0.425, 0.787], [2.869, -1.480, 0.738], [0.580, -1.960, 4.581], [2.252, -2.357, 3.745], [1.286, -3.790, 4.499], [2.163, -4.301, 2.453], [0.529, -5.272, 2.544], [0.933, -4.411, 0.916], [-1.178, -2.543, 0.616], [2.126, -0.536, 2.545], [0.803, 0.102, -0.485], [0.308, 0.954, 1.122], [3.776, 0.924, -1.072], [4.370, 1.801, 0.490], [4.279, -0.270, 1.930], [4.964, -0.836, 0.245], [2.619, -1.604, -0.288], [3.158, -2.390, 1.191], [-4.976, 1.946, -1.790], [-3.792, 1.000, -1.922], [-2.618, 1.371, -1.014], [-1.982, 2.738, -1.291], [-1.457, 2.938, -2.717], [-0.340, 1.974, -3.084], [-4.713, 2.966, -2.085], [-5.796, 1.616, -2.435], [-5.343, 1.969, -0.759], [-3.471, 0.957, -2.969], [-4.126, -0.012, -1.662], [-1.853, 0.591, -1.092], [-2.957, 1.355, 0.030], [-1.155, 2.884, -0.586], [-2.707, 3.531, -1.071], [-1.075, 3.962, -2.805], [-2.272, 2.851, -3.443], [0.506, 2.078, -2.397], [0.018, 2.181, -4.097], [-0.679, 0.934, -3.060]], "mulliken_charge": [-0.770, -0.091, -0.889, 0.554, -0.400, -0.364, -0.567, -0.326, -0.426, -0.452, -0.050, 0.277, 0.243, 0.302, 0.319, 0.238, 0.303, 0.299, 0.221, 0.235, 0.235, 0.305, 0.313, 0.343, 0.341, 0.434, 0.353, -1.231, -0.577, -0.032, -0.736, -0.478, -0.949, 0.285, 0.381, 0.296, 0.269, 0.376, -0.081, 0.401, 0.327, 0.361, 0.376, 0.262, 0.127, 0.391, 0.249]}